Density functional theory data (ωB97M-V with the def2-TZVPD basis set) for a single C3H4N4O molecule in a non-equilibrium geometry.

Last column: Löwdin charge in e.
Atoms and positions in Å:
O (3.055, -0.932, -0.065)  0.0948
N (0.837, 1.697, -0.115)  0.0524
N (2.071, 1.302, -0.343)  0.0977
N (0.810, -0.494, 0.279)  0.0766
H (-1.575, -1.736, -0.791)  0.0960
H (-1.815, 1.392, 0.561)  0.1473
H (-2.817, -0.319, -0.885)  0.0923
N (0.113, 0.654, 0.385)  -0.2253
C (-1.320, 0.392, 0.194)  -0.1597
H (0.347, -1.063, 1.154)  0.2425
C (2.140, -0.191, -0.019)  -0.4988
C (-1.845, -0.703, -0.355)  -0.0159

LUMO energy (hartree): -0.0031
ΔE to the lowest compared entry with this formula, charge and spin (kcal/mol): 115.4
Frontier orbital gap (eV): 9.20
Highest occupied orbital energy (eV): -9.29
SMILES string: C=Cn1nnc(=O)[nH]1